C35H56BBr21N2OS | ωB97M-V/def2-TZVPD

Geometry as ORCA input:
```
! wB97M-V def2-TZVPD RIJCOSX def2/J DEFGRID3
* xyz 0 1
C -1.4141 2.1670 4.0513
C -1.3417 2.1065 2.5127
Br -1.9604 3.8584 1.8375
C 0.0918 1.8211 2.0312
C 0.3059 0.4175 1.5019
C 1.3972 0.2079 0.6549
C 1.6453 -1.0317 0.0974
C 0.8222 -2.1238 0.3761
C -0.2347 -1.9090 1.2365
C -0.5060 -0.6649 1.7991
S -1.3163 -3.2498 1.6832
C -1.1017 -4.3157 0.2700
C -2.1268 -5.2058 -0.0216
C -2.0126 -6.0664 -1.0993
C -0.8734 -5.9813 -1.8900
C 0.1429 -5.0897 -1.5974
C 0.0540 -4.2455 -0.4933
N 1.1718 -3.3763 -0.2211
B 2.1959 -4.1119 0.5352
N 2.7706 -3.5883 1.8242
O 2.5794 -5.3911 0.0814
H -1.1008 3.1585 4.3709
H -2.4454 1.9842 4.3549
H -0.7700 1.3851 4.4568
H -2.0543 1.3813 2.1336
H 0.2735 2.4911 1.1898
H 0.7980 2.1074 2.8137
H 2.0793 1.0155 0.4105
H 2.5092 -1.1422 -0.5481
H -1.3484 -0.5423 2.4698
H -2.9936 -5.2216 0.6305
H -2.8058 -6.7751 -1.2978
H -0.7912 -6.6579 -2.7325
H 1.0018 -5.0831 -2.2553
H 2.0491 -3.5299 2.5387
H 3.2480 -2.7048 1.7379
H 2.1791 -6.0371 0.6793
Br 4.6004 -3.5429 -0.0245
C 6.2444 -3.4863 -1.0836
C 7.4058 -3.0451 -0.2386
Br 7.3760 -1.1239 0.0735
H 6.0659 -2.8334 -1.9307
H 6.3917 -4.5039 -1.4404
H 8.3445 -3.2361 -0.7549
H 7.4245 -3.5227 0.7362
Br -5.4573 -3.4576 2.2891
C -4.9839 -2.6006 0.6084
C -5.9185 -2.9949 -0.5048
Br -5.5396 -4.7880 -1.1520
H -3.9490 -2.8630 0.4069
H -5.0534 -1.5316 0.8002
H -5.7737 -2.3408 -1.3623
H -6.9642 -2.9840 -0.2149
Br 7.9901 -3.5031 -4.0169
C 7.5832 -2.3549 -5.5326
C 7.5481 -0.9065 -5.1249
Br 5.9108 -0.4779 -4.1663
H 6.6407 -2.7000 -5.9448
H 8.3793 -2.5327 -6.2523
H 7.5468 -0.2640 -6.0028
H 8.3740 -0.6320 -4.4764
Br -6.9268 -5.3076 5.0557
C -5.4355 -4.3634 5.8747
C -5.6878 -4.0770 7.3307
Br -6.9272 -2.5963 7.5680
H -5.2743 -3.4633 5.2896
H -4.5804 -5.0265 5.7603
H -4.7687 -3.7630 7.8209
H -6.1077 -4.9265 7.8593
Br 2.6647 6.7938 -1.4120
C 0.9656 5.8982 -1.7394
C 0.7111 4.8044 -0.7408
Br 1.7730 3.2148 -1.1180
H 0.9938 5.5431 -2.7645
H 0.2083 6.6721 -1.6464
H -0.3243 4.4755 -0.7923
H 0.9429 5.1018 0.2774
Br 1.9965 8.5645 2.7270
C 3.6482 8.4896 1.7018
C 4.8471 8.8490 2.5349
Br 4.9652 10.7702 2.8305
H 3.5136 9.1465 0.8515
H 3.7194 7.4624 1.3528
H 5.7632 8.5819 2.0120
H 4.8369 8.3799 3.5133
Br -4.3894 7.8334 0.5224
C -3.0234 7.7364 1.9037
C -1.9952 8.8241 1.7478
Br -0.7519 8.4386 0.3047
H -2.5927 6.7420 1.8511
H -3.5574 7.8503 2.8445
H -1.3794 8.8955 2.6429
H -2.4325 9.7937 1.5331
Br -7.8053 -6.5013 1.2850
C -9.7049 -6.3967 0.8862
C -9.9613 -5.7179 -0.4327
Br -9.7550 -3.7873 -0.3014
H -10.1756 -5.8865 1.7207
H -10.0478 -7.4287 0.8531
H -10.9916 -5.8721 -0.7461
H -9.2896 -6.0541 -1.2163
Br -2.5752 -7.1079 -5.4591
C -1.3370 -6.6215 -6.8786
C 0.0117 -7.2602 -6.6815
Br 1.0320 -6.3593 -5.2929
H -1.2897 -5.5375 -6.8967
H -1.7973 -6.9802 -7.7968
H 0.6121 -7.1694 -7.5842
H -0.0548 -8.3050 -6.3961
Br 6.3481 12.7051 -1.8512
C 4.6483 11.8144 -2.1673
C 4.4022 10.7181 -1.1667
Br 5.4605 9.1320 -1.5644
H 4.6671 11.4537 -3.1906
H 3.8936 12.5917 -2.0701
H 3.3644 10.3888 -1.2122
H 4.6453 11.0134 -0.1500
*
```

- Highest occupied orbital energy: -7.750 eV
- Kohn-Sham gap: 8.060 eV
- E_LUMO: 0.3097 eV

Mulliken atomic charge list, values in e, 4 entries: C -1.458; C -0.016; Br -0.250; C 0.347